(1)
# C53H51CrN3O2SSbTe

A structure of composition C53H51CrN3O2SSbTe (ωB97M-V/def2-TZVPD, the OMol25 dataset).

Kohn-Sham gap (spin up / spin down), eV: 7.321 / 7.428
HOMO energy (spin up / spin down), eV: -9.93 / -10.34
ΔE to the lowest compared entry with this formula, charge and spin, kcal per mole: 0.00
2S+1: 5
Charge: +1
LUMO level (spin up / spin down), eV: -2.612 / -2.915

Each line ends with the Löwdin spin population.
Geometry (Å):
Cr 0.01848 -1.35342 1.33534  3.512
C -5.89532 2.12272 0.22641  0.000
C -4.50278 1.62244 0.50922  0.004
C -3.63534 2.33807 1.32656  0.007
C -2.34158 1.90204 1.58528  0.002
C -1.52064 2.55964 2.64411  0.000
O -0.93872 1.89771 3.49048  0.001
C -1.55448 4.03769 2.73157  0.000
C -1.44988 4.64490 3.98122  0.000
C -1.50154 6.02345 4.09056  0.000
C -1.63073 6.80497 2.94999  0.000
C -1.70069 6.20762 1.69834  0.000
C -1.67188 4.82779 1.58757  0.000
C -1.84770 0.73088 0.94666  0.014
O -0.58075 0.42351 1.03496  0.049
C -2.75415 -0.04894 0.17187  0.007
C -4.05475 0.42919 -0.02725  0.004
C -2.35806 -1.33854 -0.38749  0.038
N -1.31831 -1.97543 0.06090  -0.011
C -0.94398 -3.28677 -0.50347  0.005
C 0.56733 -3.48493 -0.55683  0.015
Te 1.06547 -5.29381 -1.62999  0.009
C 0.55920 -4.36118 -3.48368  0.001
C 1.51416 -3.58419 -4.13002  0.000
C 1.18564 -2.91451 -5.29927  0.000
C -0.09499 -3.01847 -5.82323  0.000
C -1.04568 -3.80063 -5.18450  0.000
C -0.72091 -4.47367 -4.01364  0.000
C -3.18535 -1.86860 -1.50275  0.002
C -3.82256 -3.10533 -1.44185  0.003
C -4.56057 -3.56383 -2.52141  0.000
C -4.66145 -2.79812 -3.67415  0.002
C -4.03566 -1.56102 -3.73854  0.000
C -3.30908 -1.09472 -2.65639  0.003
H -6.11838 3.00514 0.82361  0.000
H -6.64689 1.36328 0.44488  0.000
H -5.99743 2.39289 -0.82611  0.000
H -3.98831 3.23508 1.82141  0.000
H -1.34043 4.01602 4.85568  0.000
H -1.44350 6.49274 5.06394  0.000
H -1.67360 7.88281 3.03714  0.000
H -1.78575 6.82107 0.81096  0.000
H -1.71061 4.35895 0.61285  0.000
H -4.74491 -0.16256 -0.61691  0.000
H -1.33885 -3.39600 -1.51268  0.000
H -1.38411 -4.06958 0.12146  -0.001
H 1.01930 -3.58978 0.43175  0.007
H 1.03574 -2.66951 -1.10999  0.003
H 2.51782 -3.51034 -3.72875  0.000
H 1.93248 -2.30560 -5.79120  0.000
H -0.34911 -2.49556 -6.73697  0.000
H -2.04240 -3.89984 -5.59438  0.000
H -1.46214 -5.09671 -3.52753  0.000
H -3.75543 -3.70401 -0.54130  0.000
H -5.05152 -4.52653 -2.46458  0.000
H -5.23268 -3.16248 -4.51790  0.000
H -4.11325 -0.95741 -4.63349  0.000
H -2.82353 -0.12687 -2.69708  0.000
C 5.65644 0.83306 1.37288  0.000
C 5.50749 -0.45782 0.61380  0.001
C 6.66503 -1.15852 0.27232  0.000
C 6.61978 -2.35880 -0.41680  0.000
C 5.39497 -2.90539 -0.76757  0.000
C 4.23502 -2.22867 -0.43234  0.000
C 4.27783 -1.00411 0.23471  0.005
Sb 2.30450 -0.16490 0.47020  0.024
C 2.44513 1.70524 1.50832  0.004
C 2.19412 2.88036 0.80766  0.001
C 2.21055 4.10128 1.46391  0.000
C 2.46624 4.14265 2.82457  0.000
C 2.70247 2.96853 3.52178  0.000
C 2.69950 1.73323 2.88153  0.001
C 2.97405 0.48133 3.66724  0.002
C 1.91032 0.41931 -1.57579  0.002
C 0.62215 0.15569 -2.03923  0.002
C 0.25493 0.42202 -3.34833  0.000
C 1.18255 0.97216 -4.21716  0.000
C 2.46124 1.24789 -3.76288  0.000
C 2.85197 0.97884 -2.45168  0.000
C 4.25700 1.31665 -2.03701  0.000
H 6.61233 1.30052 1.13864  0.000
H 5.64040 0.64442 2.44925  0.000
H 4.86163 1.53786 1.14734  0.000
H 7.62367 -0.73804 0.55335  0.000
H 7.53913 -2.86663 -0.67762  0.000
H 5.34150 -3.85065 -1.29213  0.000
H 3.27749 -2.66233 -0.70950  0.000
H 1.98912 2.83816 -0.25712  0.000
H 2.02476 5.01589 0.91459  0.000
H 2.48017 5.09169 3.34483  0.000
H 2.88816 3.00539 4.58913  0.000
H 3.46218 0.71413 4.61261  0.000
H 3.61578 -0.21017 3.11425  0.000
H 2.04180 -0.03637 3.89721  0.002
H -0.11897 -0.25017 -1.36380  0.002
H -0.74795 0.19685 -3.68838  0.000
H 0.90324 1.19588 -5.23899  0.000
H 3.18094 1.69514 -4.43878  0.000
H 4.71393 1.99440 -2.75646  0.000
H 4.86662 0.41390 -1.98947  0.000
H 4.27484 1.78836 -1.05323  0.000
S 0.44598 -2.61264 3.23638  0.051
C -1.15797 -1.97905 3.17501  0.062
N -1.58998 -0.86424 3.79501  0.079
C -3.05182 -0.78189 3.79926  0.008
C -3.48203 -2.19207 3.36735  0.006
N -2.23042 -2.77618 2.87872  0.058
H -1.06295 0.01422 3.74175  0.003
H -3.40709 -0.02192 3.10064  0.002
H -3.39783 -0.52594 4.79957  0.002
H -4.22276 -2.16034 2.56841  0.001
H -3.88695 -2.76843 4.19978  0.002
H -2.09553 -3.77151 2.93085  0.002

---

(2)
# C6H15NO

A cluster of 2 separate species, C6H15NO in total (ωB97M-V/def2-TZVPD, the OMol25 dataset).

Kohn-Sham gap, eV: 9.640
HOMO energy, eV: -8.85
ΔE to the lowest compared entry with this formula, charge and spin, kcal per mole: 43.25
SMILES: CC(C)=N.CC(C)O
LUMO level, eV: 0.793

Each line ends with the Löwdin charge.
Geometry (Å):
C -1.52406 -0.54937 0.59515  -0.451
C -1.26414 -1.40769 -0.60076  -0.033
C -2.69127 0.38853 0.52408  -0.031
C 0.77894 1.42431 0.02387  -0.042
N -0.81122 -0.73822 1.64101  0.126
H 0.64700 -0.82408 1.30076  0.079
H -1.06409 -0.18025 2.45140  0.090
H -0.26097 -1.82752 -0.54702  0.078
H -1.35544 -0.82648 -1.51802  0.084
H -2.01244 -2.20576 -0.62333  0.094
H -3.57648 -0.14568 0.18014  0.087
H -2.48365 1.17274 -0.19941  0.084
H -2.91459 0.84240 1.48121  0.077
H 1.35323 2.26593 -0.36078  0.052
H 0.40716 1.71472 1.00589  0.055
H 0.02434 1.21484 -0.72919  0.042
C 2.48612 -0.04701 -1.29482  -0.075
C 2.01385 0.23668 0.12728  -0.494
O 1.64433 -0.90078 0.77284  -0.150
H 2.79566 0.77115 0.69257  0.117
H 2.83618 0.86169 -1.77829  0.071
H 1.67398 -0.46961 -1.88207  0.067
H 3.29756 -0.77056 -1.26252  0.074

---

(3)
# C27H29ClN3O2PS6Se2Sn

A structure of composition C27H29ClN3O2PS6Se2Sn (ωB97M-V/def2-TZVPD, the OMol25 dataset).

Kohn-Sham gap, eV: 4.428
HOMO energy, eV: -0.47
ΔE to the lowest compared entry with this formula, charge and spin, kcal per mole: 71.66
Charge: -2
LUMO level, eV: 3.962

Each line ends with the Löwdin charge.
Geometry (Å):
Sn 2.09269 -0.39822 0.53346  0.390
Cl -0.34291 2.16848 2.09606  0.571
C -1.41921 3.21508 1.22926  -0.646
C -1.90371 4.36588 1.84586  -0.115
C -2.77871 5.19968 1.17686  -0.105
C -3.16621 4.89678 -0.11884  -0.100
C -2.67871 3.76028 -0.73984  -0.088
C -1.80661 2.90458 -0.07664  -0.380
P -1.09191 1.39108 -0.87774  1.073
C -0.34081 2.23868 -2.30414  -0.392
C 0.39689 3.39768 -2.07384  -0.081
C 1.07539 4.01388 -3.10874  -0.078
C 1.00939 3.49378 -4.39054  -0.104
C 0.29199 2.33128 -4.62174  -0.138
C -0.35731 1.68788 -3.58124  -0.159
C -2.68241 0.74458 -1.55304  -0.351
C -3.27721 -0.26572 -0.80144  -0.107
C -4.46861 -0.84282 -1.19724  -0.096
C -5.09361 -0.40842 -2.35374  -0.107
C -4.51431 0.60048 -3.10474  -0.092
C -3.31621 1.17228 -2.71424  -0.110
H -1.57541 4.58978 2.84716  0.097
H -3.16341 6.08398 1.66816  0.094
H -3.84251 5.54808 -0.65684  0.092
H -2.98381 3.53868 -1.75424  0.096
H 0.44349 3.80588 -1.07174  0.109
H 1.66259 4.90348 -2.91674  0.102
H 1.53629 3.97718 -5.20244  0.094
H 0.25759 1.91758 -5.62004  0.098
H -0.84411 0.73948 -3.75634  0.100
H -2.78641 -0.59412 0.10406  0.090
H -4.90571 -1.64352 -0.61544  0.096
H -6.02951 -0.85192 -2.67134  0.093
H -4.98921 0.94148 -4.01624  0.097
H -2.86521 1.94028 -3.32894  0.094
N -0.26701 -2.09152 0.31766  -0.048
N -0.92631 -3.28622 0.05366  -0.090
C -0.43861 -4.20812 -0.81224  -0.939
N -1.34561 -5.20812 -1.14274  0.020
S 1.04889 -4.21302 -1.49444  0.597
H -0.46251 -1.78002 1.26746  0.044
H -0.51791 -1.35232 -0.34274  -0.018
H -1.93781 -3.30242 0.18446  0.133
H -1.94691 -5.53922 -0.40094  0.076
H -0.88631 -5.94842 -1.65584  0.053
O 2.41539 -3.15322 6.61106  -0.083
C 3.16899 -3.23922 5.41116  -0.223
C 2.48669 -2.52922 4.21886  -0.579
C 1.31329 -3.37842 3.71466  -0.302
O 0.54389 -3.98602 4.72666  -0.076
C 3.56909 -2.36682 3.14126  -0.532
Se 3.16969 -2.71622 1.21556  0.406
C 2.02559 -1.17762 4.74026  -0.653
Se 0.87339 -0.13712 3.61006  0.316
H 2.69489 -3.87012 7.18726  0.080
H 3.32189 -4.29122 5.14206  0.125
H 4.15129 -2.76792 5.57886  0.119
H 1.68849 -4.18862 3.08476  0.092
H 0.67479 -2.73722 3.09396  0.041
H 0.24079 -3.26912 5.29846  0.080
H 4.37909 -3.07182 3.34226  0.039
H 3.98259 -1.36032 3.17146  0.050
H 2.90119 -0.55282 4.93166  0.048
H 1.48289 -1.30262 5.67836  0.033
S 4.18879 1.97278 -6.23404  0.399
C 3.82329 1.35348 -4.75044  -1.525
S 2.54189 0.21768 -4.48534  0.879
C 2.65239 0.14568 -2.73924  -1.143
C 3.66879 0.83538 -2.17524  -1.188
S 4.09249 0.91788 -0.51324  0.373
S 4.66679 1.75148 -3.29224  0.859
S 1.41909 -0.73262 -1.95594  0.402